{"formula": "C45H82N19O16", "method": "wB97M-V/def2-TZVPD", "gap_ev": 7.391, "lumo_energy_ev": -2.12, "charge": 1, "energy_ev": -109063.513, "homo_energy_ev": -9.5, "symbols": ["C", "C", "C", "N", "C", "C", "C", "C", "C", "C", "H", "H", "H", "H", "H", "H", "H", "H", "H", "H", "H", "H", "H", "H", "H", "H", "H", "H", "H", "H", "C", "O", "N", "N", "H", "H", "H", "H", "C", "O", "N", "N", "H", "H", "H", "H", "C", "O", "N", "N", "H", "H", "H", "H", "C", "O", "N", "N", "H", "H", "H", "H", "C", "O", "N", "N", "H", "H", "H", "H", "C", "O", "N", "N", "H", "H", "H", "H", "C", "O", "N", "N", "H", "H", "H", "H", "C", "O", "N", "N", "H", "H", "H", "H", "C", "C", "C", "C", "C", "C", "O", "O", "H", "H", "H", "H", "H", "H", "C", "C", "C", "C", "C", "C", "O", "O", "H", "H", "H", "H", "H", "H", "C", "C", "C", "C", "C", "C", "O", "O", "H", "H", "H", "H", "H", "H", "C", "C", "C", "C", "C", "C", "O", "O", "H", "H", "H", "H", "H", "H", "C", "C", "N", "H", "H", "H", "C", "C", "N", "H", "H", "H"], "coordinates": [[-0.721, 3.466, -2.116], [-0.934, 2.550, -0.872], [-0.443, 1.074, -1.066], [-0.503, 0.149, 0.231], [0.381, -1.078, -0.180], [0.680, -1.963, 1.052], [1.655, -1.335, 2.036], [0.785, -0.219, 2.544], [0.275, 0.751, 1.395], [-1.910, -0.310, 0.693], [0.306, 3.411, -2.478], [-0.719, 4.508, -1.799], [-1.370, 3.288, -2.974], [-1.978, 2.389, -0.603], [-0.362, 3.010, -0.067], [0.620, 1.174, -1.284], [-0.910, 0.466, -1.840], [1.217, -0.536, -0.622], [-0.155, -1.716, -0.883], [1.238, -2.819, 0.672], [-0.187, -2.441, 1.509], [2.567, -1.019, 1.530], [1.777, -2.015, 2.880], [1.363, 0.273, 3.325], [-0.061, -0.621, 3.102], [1.152, 1.112, 0.857], [-0.286, 1.615, 1.752], [-1.901, -1.041, 1.502], [-2.555, -0.622, -0.128], [-2.377, 0.634, 0.975], [-6.136, -0.940, 2.208], [-6.360, -1.438, 3.335], [-5.217, -0.123, 1.873], [-6.934, -1.243, 1.225], [-4.515, 0.173, 2.535], [-5.202, 0.139, 0.897], [-7.745, -1.801, 1.452], [-6.757, -0.716, 0.382], [1.521, 0.217, 6.561], [2.134, -0.861, 6.772], [0.311, 0.287, 6.114], [1.994, 1.416, 6.441], [-0.331, -0.490, 6.186], [-0.043, 1.136, 5.697], [1.583, 2.220, 5.989], [2.967, 1.517, 6.692], [0.245, -3.380, 4.842], [-0.559, -2.921, 5.566], [1.498, -3.597, 5.056], [-0.064, -3.879, 3.662], [2.127, -4.059, 4.415], [1.908, -3.260, 5.915], [0.683, -4.436, 3.271], [-1.030, -3.876, 3.367], [-3.449, -3.444, 2.814], [-2.505, -3.934, 2.262], [-3.303, -2.322, 3.487], [-4.690, -3.770, 2.815], [-2.343, -2.044, 3.632], [-4.086, -1.997, 4.036], [-5.247, -3.050, 3.252], [-4.991, -4.543, 2.239], [-3.602, 3.778, 1.238], [-3.699, 4.819, 0.574], [-4.372, 2.778, 1.159], [-2.560, 3.525, 2.021], [-4.431, 2.130, 1.932], [-5.005, 2.721, 0.374], [-2.695, 2.713, 2.607], [-1.902, 4.258, 2.244], [-3.234, 6.869, -2.723], [-3.538, 6.541, -1.614], [-4.181, 6.879, -3.639], [-2.039, 7.098, -3.242], [-3.851, 7.257, -4.517], [-5.116, 6.581, -3.401], [-1.953, 7.343, -4.218], [-1.242, 6.990, -2.631], [1.823, 6.357, -0.344], [2.303, 5.317, -0.746], [1.011, 7.132, -0.999], [2.248, 7.002, 0.732], [0.898, 7.027, -1.997], [0.665, 8.005, -0.628], [1.936, 7.930, 0.978], [2.996, 6.667, 1.323], [3.426, 2.328, -1.254], [3.893, 1.196, -1.448], [2.877, 3.026, -2.203], [3.610, 2.945, -0.090], [2.821, 4.005, -1.959], [3.135, 2.589, -3.076], [4.202, 2.485, 0.587], [3.210, 3.871, -0.045], [-0.017, -5.748, 0.538], [0.958, -6.704, 0.312], [1.330, -6.984, -0.993], [0.756, -6.343, -2.077], [-0.256, -5.392, -1.837], [-0.642, -5.120, -0.513], [-1.643, -4.220, -0.341], [2.284, -7.948, -1.253], [-0.332, -5.673, 1.568], [1.240, -7.298, 1.169], [0.984, -6.672, -3.080], [-0.654, -4.780, -2.633], [-2.004, -4.166, 0.546], [2.369, -8.484, -0.461], [-3.320, 0.367, -3.606], [-4.140, 1.014, -2.673], [-4.829, 0.266, -1.752], [-4.669, -1.132, -1.717], [-3.693, -1.700, -2.510], [-3.059, -1.025, -3.545], [-2.169, -1.690, -4.331], [-5.770, 0.821, -0.937], [-2.859, 0.828, -4.467], [-4.352, 2.064, -2.806], [-5.275, -1.610, -0.961], [-3.556, -2.755, -2.324], [-2.678, -2.408, -4.715], [-5.761, 1.765, -1.112], [7.364, -3.432, 1.211], [7.741, -2.123, 0.957], [6.808, -1.108, 0.688], [5.447, -1.524, 0.454], [5.080, -2.874, 0.482], [6.035, -3.839, 0.900], [5.679, -5.203, 0.939], [7.124, 0.159, 0.579], [8.038, -4.232, 1.482], [8.761, -1.778, 1.037], [4.631, -0.898, 0.127], [4.100, -3.195, 0.161], [5.247, -5.465, 0.123], [7.870, 0.212, -0.023], [3.327, -2.035, -3.232], [2.375, -1.068, -3.324], [1.246, -1.189, -4.177], [1.066, -2.498, -4.729], [1.895, -3.572, -4.421], [3.093, -3.347, -3.754], [4.014, -4.362, -3.661], [0.317, -0.141, -4.285], [4.265, -1.783, -2.762], [2.568, -0.113, -2.858], [0.212, -2.767, -5.333], [1.582, -4.547, -4.766], [4.880, -4.200, -3.280], [-0.595, -0.442, -4.294], [1.241, 4.705, 2.736], [0.584, 3.613, 3.583], [0.174, 2.760, 4.299], [1.154, 4.435, 1.684], [2.288, 4.790, 3.028], [0.682, 5.628, 2.891], [0.509, 2.495, -6.013], [1.847, 2.381, -5.526], [2.967, 2.326, -5.268], [0.509, 3.390, -6.636], [-0.157, 2.676, -5.169], [0.042, 1.621, -6.469]], "forces_ev_per_a": [[0.651, -0.286, 0.475], [-0.234, -1.429, -0.831], [0.417, 0.688, 1.317], [-0.029, -1.653, -0.117], [-1.065, -0.001, 1.403], [1.973, -1.117, -1.644], [-2.502, -0.050, -0.190], [-0.092, 1.431, 0.121], [0.769, 0.012, 0.108], [0.515, 1.796, -0.908], [0.177, -0.674, -0.016], [-0.853, 0.037, 0.051], [-0.261, 0.044, 0.286], [-0.216, 0.998, 0.144], [-0.246, -0.192, 0.197], [0.090, -0.477, -0.068], [-0.217, 0.343, -0.016], [0.423, -0.898, 0.015], [-0.104, 0.484, -0.362], [-0.268, -0.343, -0.671], [-0.173, 0.496, 0.053], [0.091, -0.022, 0.303], [0.662, 0.003, -0.204], [-0.291, 1.079, -0.226], [-0.160, -0.230, -0.112], [0.291, 0.340, 0.290], [-0.047, -0.184, 0.161], [0.344, 0.174, -0.222], [0.632, -0.493, -0.305], [-0.069, -0.011, 0.611], [-2.943, -3.013, 4.024], [1.219, 0.506, -0.111], [3.915, 3.102, -0.616], [-1.498, -0.644, -2.427], [-0.157, -0.349, -0.269], [0.603, 0.477, 0.286], [0.084, 0.282, -0.488], [-1.172, -0.500, -0.281], [1.263, -4.182, -1.166], [-0.548, 2.016, 0.727], [-5.701, -1.391, -1.085], [5.134, 4.079, 1.125], [0.343, -0.218, -0.097], [-0.013, -0.290, 0.353], [-0.310, -0.607, 0.304], [-0.059, 0.137, -0.125], [-0.134, -1.756, -1.935], [-3.005, 2.779, 3.161], [5.193, 0.150, 2.631], [-0.713, -0.679, -2.772], [-0.314, 0.245, 0.220], [0.000, 0.150, -0.062], [-1.005, -0.096, -0.740], [0.243, -0.572, -0.428], [0.116, 1.693, 0.556], [2.445, -2.283, -2.098], [1.367, 2.760, 1.351], [-2.806, -2.228, -0.788], [-0.324, 0.185, 0.720], [0.617, 0.416, 0.348], [-1.421, -0.711, -0.412], [-0.418, 0.292, 0.356], [2.683, 6.215, -2.027], [-0.053, -1.247, 0.610], [-4.394, -4.873, -0.800], [1.934, -0.432, 1.848], [-0.439, 0.049, -0.585], [-0.117, 0.152, 0.837], [0.945, 0.444, 0.396], [-0.441, -0.223, 0.248], [-1.781, -1.301, 0.690], [0.962, -0.148, 2.553], [-1.211, 0.671, -2.784], [2.896, 0.687, -0.163], [-1.433, -0.291, -0.302], [0.304, 0.436, -0.312], [0.471, -0.120, 0.474], [-0.216, 0.190, -0.402], [2.156, 0.639, 0.172], [-0.226, -1.073, -0.127], [-3.314, 1.605, -3.090], [1.234, 0.638, 3.529], [0.019, -0.320, 0.277], [0.181, -0.280, -0.050], [0.022, -0.271, -0.257], [-0.195, -0.300, -0.364], [2.730, -2.952, 0.981], [-0.583, -0.355, 0.147], [-1.331, 0.792, -1.406], [-0.468, 0.484, 1.534], [-0.201, 0.138, -1.220], [-0.361, 0.854, -0.680], [-0.239, 0.341, -0.086], [0.511, 0.055, 0.779], [0.008, -0.748, 0.533], [-0.622, 0.227, -0.433], [0.763, -0.806, 0.003], [-1.171, 0.666, 0.461], [1.095, -0.293, 0.716], [0.012, 0.260, -0.747], [-0.301, 0.772, -1.014], [-0.278, 0.169, -0.105], [-0.380, 0.503, -0.019], [0.592, -0.094, -0.102], [0.289, 0.180, -0.024], [-0.277, -0.204, -0.131], [0.086, -0.312, 0.834], [0.193, -0.140, 0.043], [0.844, -1.520, -0.508], [0.390, -0.172, -1.174], [0.128, -1.351, -0.748], [0.180, 2.184, 0.546], [-0.941, -1.257, 0.313], [-1.082, 1.629, 2.132], [-0.184, 0.501, -0.524], [-0.080, 0.146, 0.421], [-0.039, 0.741, 0.127], [0.099, 0.235, 0.105], [0.258, -0.774, -0.122], [0.427, -0.260, -0.351], [0.362, -0.441, -0.312], [-0.421, 0.212, -0.073], [-1.810, -0.967, -1.129], [-0.404, 1.054, 0.635], [-2.847, -4.156, -0.255], [0.712, -0.602, -0.105], [1.968, -0.397, 0.860], [-0.214, 0.404, -0.523], [0.715, 0.906, 0.546], [0.713, 2.361, -0.397], [0.315, 0.195, 0.010], [0.297, -0.293, 0.255], [0.445, 0.885, -0.008], [-0.192, 0.032, 0.102], [-0.108, 0.194, -0.110], [0.266, 0.427, 0.029], [0.311, -2.215, -0.376], [-1.570, 1.655, -1.436], [0.052, -2.242, 0.745], [-0.576, 1.287, 0.779], [0.488, 0.438, -0.067], [0.954, 1.320, 0.597], [-0.921, -0.631, -0.377], [1.184, 0.021, 0.040], [0.085, -0.154, 0.275], [0.098, 0.181, 0.102], [-0.275, 0.407, -0.073], [0.384, -0.136, -0.096], [-0.262, 0.834, 0.163], [0.083, -0.743, -0.218], [-1.223, -1.315, 0.789], [-0.318, -1.862, 1.797], [1.251, 3.340, -2.875], [0.132, -0.107, 0.024], [-0.159, 0.038, 0.021], [0.232, 0.019, 0.114], [-1.320, 0.621, 0.446], [1.233, -0.799, -0.207], [-0.364, 0.090, 0.237], [-0.379, -0.215, -0.305], [0.056, 0.287, 0.183], [0.766, -0.034, -0.361]]}

=====

{"formula": "CH4INS", "method": "wB97M-V/def2-TZVPD", "gap_ev": 7.781, "lumo_energy_ev": -0.58, "e_above_lowest_kj_mol": 292.16, "energy_ev": -21524.345, "homo_energy_ev": -8.4, "symbols": ["C", "N", "S", "I", "H", "H", "H", "H"], "coordinates": [[-0.273, 0.685, -0.260], [1.088, -1.308, 0.557], [-0.424, -0.725, 0.878], [2.677, -0.346, 1.399], [-1.003, 1.480, 0.157], [-0.501, 0.561, -1.307], [0.747, 0.979, -0.106], [0.916, -2.560, 1.359]], "forces_ev_per_a": [[-2.018, 1.120, 1.547], [0.173, -6.162, 2.099], [-1.731, 1.302, -0.369], [0.895, 0.486, 0.613], [1.371, -1.062, -0.678], [0.007, -0.604, -0.215], [0.415, 0.689, -0.146], [0.888, 4.232, -2.851]]}

=====

{"formula": "C25H17Cl2FN5O2PbSSe", "method": "wB97M-V/def2-TZVPD", "gap_ev": 7.095, "lumo_energy_ev": 2.33, "e_above_lowest_kj_mol": 0.00, "charge": -1, "energy_ev": -146941.065, "homo_energy_ev": -4.8, "symbols": ["Pb", "N", "C", "S", "N", "N", "C", "C", "C", "C", "C", "C", "C", "O", "H", "H", "H", "H", "H", "H", "H", "Cl", "C", "C", "C", "Cl", "C", "C", "C", "C", "N", "C", "C", "O", "H", "H", "H", "H", "F", "C", "C", "C", "C", "C", "C", "C", "H", "H", "H", "H", "H", "H", "Se", "C", "N"], "coordinates": [[-0.676, 0.730, -1.951], [-4.175, -0.277, -4.705], [-3.355, -0.144, -3.617], [-1.682, -0.523, -4.021], [-3.903, 0.136, -2.492], [-3.038, 0.239, -1.371], [-3.719, 0.142, -0.289], [-3.338, 0.275, 1.111], [-4.382, 0.509, 1.976], [-4.222, 0.543, 3.379], [-2.972, 0.338, 3.912], [-1.876, 0.217, 3.093], [-2.043, 0.123, 1.700], [-1.004, -0.168, 0.878], [-3.780, -0.181, -5.620], [-5.069, 0.176, -4.591], [-4.811, 0.062, -0.427], [-5.348, 0.606, 1.506], [-5.070, 0.617, 4.055], [-2.858, 0.272, 4.991], [-0.903, 0.055, 3.533], [-0.528, -4.412, -0.937], [0.965, -3.576, -1.081], [2.118, -4.323, -0.949], [3.373, -3.726, -1.099], [4.793, -4.642, -0.753], [3.485, -2.339, -1.385], [4.712, -1.643, -1.491], [4.707, -0.272, -1.692], [3.465, 0.370, -1.864], [2.295, -0.251, -1.817], [2.274, -1.596, -1.541], [0.942, -2.209, -1.399], [-0.125, -1.525, -1.471], [2.019, -5.371, -0.768], [5.656, -2.167, -1.340], [5.618, 0.301, -1.784], [3.476, 1.420, -2.083], [3.215, 4.176, 2.723], [2.498, 3.050, 2.437], [2.554, 1.963, 3.311], [1.791, 0.836, 2.995], [1.009, 0.774, 1.858], [0.227, -0.470, 1.497], [0.959, 1.865, 1.009], [1.720, 3.019, 1.283], [3.186, 1.993, 4.174], [1.921, -0.082, 3.541], [0.135, -1.122, 2.357], [0.773, -0.998, 0.690], [0.338, 1.853, 0.124], [1.641, 3.901, 0.632], [-1.898, 3.270, -3.299], [-0.891, 3.992, -1.915], [-0.197, 4.194, -1.015]], "forces_ev_per_a": [[0.219, -0.099, -0.233], [-1.026, 0.225, 0.223], [1.281, -0.421, -0.837], [-0.257, 0.098, 0.086], [0.149, 0.302, 0.947], [-0.939, -0.618, -0.270], [-0.341, 0.525, -0.646], [1.616, -0.141, 0.521], [-0.311, -0.010, 1.281], [-0.664, -0.281, -0.835], [-0.336, 0.351, 0.511], [0.298, -0.640, -1.027], [-0.267, 0.163, 0.137], [-0.836, 0.152, 0.328], [0.379, 0.023, 0.009], [-0.102, -0.103, 0.004], [0.459, -0.120, -0.017], [-0.325, 0.087, 0.271], [-0.001, 0.142, -0.315], [0.088, 0.135, -0.158], [-0.049, 0.183, -0.028], [-0.623, -0.163, 0.126], [-0.162, 0.368, -0.421], [1.749, 0.964, -0.419], [-1.325, -0.022, 0.254], [0.445, -0.389, -0.034], [-0.472, -0.253, 0.059], [0.229, 0.908, 0.242], [-0.454, -1.147, -0.123], [-0.382, -0.760, -0.058], [0.568, -0.247, 0.242], [0.047, 0.508, -0.191], [0.693, 0.371, 0.258], [0.045, -0.304, -0.049], [0.139, -0.472, 0.240], [-0.317, 0.029, -0.139], [0.082, -0.027, 0.102], [-0.314, 0.446, -0.027], [-0.239, -0.493, -0.065], [-0.310, -0.355, -0.075], [-0.433, 0.187, -0.917], [0.745, 0.100, -0.135], [-0.425, 0.116, -0.225], [1.439, 0.036, -1.118], [0.723, 1.125, 0.300], [-0.341, 0.010, 0.057], [0.234, 0.023, 0.359], [-0.096, -0.099, 0.601], [-0.235, -0.328, 0.064], [-0.242, 0.108, 0.632], [0.129, 0.195, 0.222], [0.056, -0.546, 0.292], [0.268, 0.511, 0.418], [-0.601, -0.846, -0.893], [0.344, 0.492, 0.468]]}

=====

{"formula": "C3H8ClPS", "method": "wB97M-V/def2-TZVPD", "gap_ev": [7.080, 8.247], "lumo_energy_ev": [-1.60, -0.15], "e_above_lowest_kj_mol": 353.91, "energy_ev": -35884.374, "homo_energy_ev": [-8.7, -8.4], "symbols": ["C", "C", "C", "P", "S", "Cl", "H", "H", "H", "H", "H", "H", "H", "H"], "coordinates": [[1.600, -0.646, -0.429], [-0.812, 2.337, -0.717], [-0.613, -1.090, 1.366], [-0.284, -0.680, -0.441], [-1.032, -1.988, -1.635], [-2.255, -0.706, 1.783], [1.982, 0.300, 0.045], [2.107, -1.414, 0.098], [1.843, -0.716, -1.539], [-1.852, 2.189, -0.740], [-0.251, 2.553, 0.108], [-0.137, 2.138, -1.579], [0.028, -0.251, 1.801], [-0.322, -2.026, 1.880]], "forces_ev_per_a": [[-0.532, 1.726, -1.565], [1.438, -1.663, -2.661], [1.735, 1.962, 0.416], [1.071, -0.540, 1.339], [-0.196, -0.213, -0.528], [-1.023, 0.025, 0.239], [-0.501, -0.597, -0.808], [0.011, -1.207, 0.421], [0.038, 0.301, 1.490], [-0.954, -0.002, -0.039], [0.786, 0.750, 2.412], [-1.144, 0.305, 0.343], [-0.700, -1.113, -0.060], [-0.030, 0.265, -0.999]]}